Record 1
# C5H9NO

C5H9NO in the gas phase (ωB97M-V/def2-TZVPD, the OMol25 dataset).

CARTESIAN COORDINATES (ANGSTROEM)
O  1.6894  3.0487  -0.9660
C  1.2855  2.2993  -0.1244
C  0.6258  0.9782  -0.4518
C  0.2858  0.0457  0.7074
C  -0.3356  -1.2122  0.2412
C  -1.5103  -1.7637  0.5082
N  -1.8923  -3.0452  0.0377
H  1.3635  2.5959  0.9403
H  -0.3220  1.2769  -0.9165
H  1.2651  0.5358  -1.2183
H  1.2237  -0.2561  1.1928
H  -0.3675  0.5413  1.4262
H  0.2917  -1.7584  -0.4692
H  -2.2787  -1.2225  1.0518
H  -2.5241  -3.4704  0.6906
H  -1.0933  -3.6459  -0.0471

DFT total energy, Eh: -325.87317
Energy above the lowest of the compared OMol25 structures with the same formula, charge and spin, kcal per mole: 40.4
Structure (SMILES): N/C=C/CCC=O
HOMO energy, eV: -8.4


Record 2
# C5H9NO

C5H9NO in the gas phase (ωB97M-V/def2-TZVPD, the OMol25 dataset).

CARTESIAN COORDINATES (ANGSTROEM)
C  2.3991  0.5772  -0.3641
C  1.9478  -0.4277  0.3423
C  -0.7913  1.3947  0.3758
C  -1.9269  -0.9995  -0.3177
C  -0.8231  -0.0335  -0.1370
N  0.3412  -0.7732  0.0174
O  0.2962  -2.0105  -0.3030
H  3.3762  0.7933  -0.1877
H  1.8647  0.9576  -1.1025
H  2.4120  -1.0281  1.1119
H  -1.4880  1.8908  -0.3245
H  0.2191  1.6867  0.4572
H  -1.2837  1.5802  1.3417
H  -1.7702  -1.3893  -1.2337
H  -1.8409  -1.7506  0.3550
H  -2.9322  -0.4680  -0.0311

DFT total energy, Eh: -325.72365
Energy above the lowest of the compared OMol25 structures with the same formula, charge and spin, kcal per mole: 134.2
Structure (SMILES): C=C[N+]([O-])=C(C)C
HOMO energy (spin up / spin down), eV: -7.9 / -7.9


Record 3
# C5H9NO

2 unconnected molecules or ions with the total composition C5H9NO (ωB97M-V/def2-TZVPD, the OMol25 dataset).

CARTESIAN COORDINATES (ANGSTROEM)
O  2.3315  -1.4239  -0.2023
C  2.2856  -0.2071  -0.1209
C  1.0921  0.4713  -0.5372
C  -0.0760  -0.3405  -0.8245
C  -1.3417  0.3308  -0.8382
C  -2.3371  0.2624  0.0061
N  -3.6472  0.8018  -0.1277
H  3.2047  0.3701  0.0532
H  1.0549  1.5423  -0.6858
H  3.3661  -1.3800  2.1942
H  -0.1886  -1.2626  -0.2524
H  0.1737  -0.6243  -1.8801
H  3.7912  -0.9142  2.5920
H  -2.2990  -0.3914  0.8783
H  -3.6690  1.3816  -0.9553
H  -3.7411  1.3837  0.7005

DFT total energy, Eh: -325.64773
Energy above the lowest of the compared OMol25 structures with the same formula, charge and spin, kcal per mole: 181.9
HOMO energy, eV: -7.6


Record 4
# C5H9NO

2 unconnected molecules or ions with the total composition C5H9NO (ωB97M-V/def2-TZVPD, the OMol25 dataset).

CARTESIAN COORDINATES (ANGSTROEM)
C  -0.1063  1.8721  -0.3654
C  -1.0485  1.3412  0.4576
N  -0.6059  0.1063  0.9034
C  0.7020  -0.0914  0.4698
C  0.9910  0.9166  -0.3866
C  1.5307  -1.1608  1.0750
H  -0.0974  2.9189  -0.6181
H  -1.8630  1.8055  0.9895
H  -1.1621  -0.6553  1.2586
H  1.9928  1.0747  -0.7598
H  2.5876  -0.9813  1.2210
H  1.3974  -2.1319  0.5793
H  1.1013  -1.4942  2.0343
H  -1.2702  -1.3090  -2.8321
H  -2.1065  -0.7110  -1.7346
O  -2.0429  -1.5005  -2.2919

DFT total energy, Eh: -325.88968
Energy above the lowest of the compared OMol25 structures with the same formula, charge and spin, kcal per mole: 30.0
Structure (SMILES): Cc1ccc[nH]1.O
HOMO energy, eV: -8.3


Record 5
# C5H9NO

2 unconnected molecules or ions with the total composition C5H9NO (ωB97M-V/def2-TZVPD, the OMol25 dataset).

CARTESIAN COORDINATES (ANGSTROEM)
C  -1.4575  1.8743  -0.4945
C  -0.8972  -1.4549  0.3239
C  0.1994  -0.9029  -0.1838
O  -0.0416  1.9350  -0.3720
C  1.4097  -0.5380  0.6405
C  2.3755  -1.6458  0.5912
N  3.0574  -2.5766  0.5045
H  -1.7689  1.0410  -1.1387
H  -1.8588  1.7075  0.5085
H  -1.8670  2.8121  -0.8950
H  -1.7334  -1.7391  -0.3077
H  -1.0123  -1.6328  1.3918
H  0.2874  -0.7154  -1.2524
H  0.3253  1.9375  -1.2649
H  1.1231  -0.3392  1.6766
H  1.8716  0.3772  0.2626

DFT total energy, Eh: -325.85200
Energy above the lowest of the compared OMol25 structures with the same formula, charge and spin, kcal per mole: 53.7
Structure (SMILES): C=CCC#N.CO
HOMO energy, eV: -10.2


Record 6
# C5H9NO

C5H9NO in the gas phase (ωB97M-V/def2-TZVPD, the OMol25 dataset).

CARTESIAN COORDINATES (ANGSTROEM)
C  -1.8007  -1.1347  -0.0655
C  -0.7633  -0.0643  -0.0978
C  -0.8422  1.4466  -0.1833
C  0.6719  1.4437  0.2013
C  0.5635  -0.0550  0.0940
N  1.4910  -1.0877  0.3051
O  2.7271  -0.7792  -0.3283
H  -2.4281  -1.1505  -0.9638
H  -2.4669  -0.9920  0.7960
H  -1.3333  -2.1201  0.0464
H  1.1395  -1.9147  -0.1750
H  -1.0262  1.8264  -1.1965
H  -1.5113  1.9643  0.5148
H  0.8340  1.7811  1.2316
H  1.3607  1.9683  -0.4661
H  3.3841  -1.1322  0.2870

DFT total energy, Eh: -325.80479
Energy above the lowest of the compared OMol25 structures with the same formula, charge and spin, kcal per mole: 83.3
Structure (SMILES): CC1=C(NO)CC1
HOMO energy, eV: -8.0


Record 7
# C5H9NO

C5H9NO in the gas phase (ωB97M-V/def2-TZVPD, the OMol25 dataset).

CARTESIAN COORDINATES (ANGSTROEM)
O  1.9193  2.3589  -0.7660
C  2.2306  1.2427  -0.4635
C  1.2037  0.1308  -0.0320
C  -0.1957  0.7175  -0.1502
C  -1.1980  -0.3467  0.2552
C  -1.3170  -0.8920  1.4665
N  -1.7034  -1.0623  -0.8323
H  3.2457  0.8378  -0.4711
H  1.2834  -0.6749  -0.7713
H  1.6451  -0.2158  0.9011
H  -0.1918  1.6930  0.3548
H  -0.4690  1.1033  -1.1324
H  -1.6568  -1.8728  1.7788
H  -0.9145  -0.3949  2.3426
H  -2.2633  -1.8873  -0.7099
H  -1.6183  -0.7373  -1.7702

DFT total energy, Eh: -325.85839
Energy above the lowest of the compared OMol25 structures with the same formula, charge and spin, kcal per mole: 49.7
Structure (SMILES): C=C(N)CCC=O
HOMO energy, eV: -7.9


Record 8
# C5H9NO

3 unconnected molecules or ions with the total composition C5H9NO (ωB97M-V/def2-TZVPD, the OMol25 dataset).

CARTESIAN COORDINATES (ANGSTROEM)
C  -0.9549  1.4060  -0.6088
C  -0.6497  0.9213  0.6380
N  -1.2155  -0.2948  1.1409
C  -0.3159  -1.3113  1.0187
O  -0.4960  -2.4965  1.1926
C  0.9559  -0.6184  0.5718
C  1.4848  -0.8422  -0.6723
H  0.1343  0.8109  -1.5616
H  -0.7361  2.4455  -0.8393
H  -1.7506  0.9444  -1.1898
H  -0.1693  1.5714  1.3670
H  -2.1960  -0.4332  1.3443
H  1.5530  -0.1385  1.3438
H  1.0822  -1.6475  -1.2834
H  2.5055  -0.5432  -0.8976
H  0.7683  0.2260  -1.5643

DFT total energy, Eh: -325.77746
Energy above the lowest of the compared OMol25 structures with the same formula, charge and spin, kcal per mole: 100.5
HOMO energy, eV: -9.4


Record 9
# C5H9NO

C5H9NO in the gas phase (ωB97M-V/def2-TZVPD, the OMol25 dataset).

CARTESIAN COORDINATES (ANGSTROEM)
C  1.7214  -0.5472  0.4396
C  1.1451  0.6679  -0.3520
C  0.0141  0.1384  -1.2650
N  -0.8231  0.2118  -0.0749
C  -2.0523  -0.3925  0.3160
C  0.0118  1.0664  0.5914
O  -0.1180  1.7221  1.5967
H  0.9449  -0.9752  1.0953
H  2.5350  -0.2587  1.1044
H  2.0288  -1.3584  -0.2242
H  1.8417  1.4126  -0.7567
H  -0.3722  0.8217  -2.0316
H  0.1941  -0.8422  -1.7173
H  -2.0168  -0.5685  1.3967
H  -2.8967  0.2559  0.0766
H  -2.1579  -1.3541  -0.1951

DFT total energy, Eh: -325.88060
Energy above the lowest of the compared OMol25 structures with the same formula, charge and spin, kcal per mole: 35.7
Structure (SMILES): C[C@H]1CN(C)C1=O
HOMO energy, eV: -9.2


Record 10
# C5H9NO

C5H9NO in the gas phase (ωB97M-V/def2-TZVPD, the OMol25 dataset).

CARTESIAN COORDINATES (ANGSTROEM)
C  0.5325  -2.4724  -1.9013
N  0.8358  -1.3770  -1.0116
C  0.0330  -0.4020  -0.9484
C  0.3419  0.7019  -0.0083
C  -0.6856  1.2611  0.8765
O  -0.2197  1.9868  -0.2510
C  -0.3265  1.7537  2.2522
H  0.4299  -3.3940  -1.3177
H  1.3857  -2.6097  -2.5730
H  -0.3790  -2.3244  -2.5012
H  -0.9057  -0.3337  -1.5239
H  -1.7080  0.8957  0.7546
H  1.3776  0.7061  0.3307
H  -0.8057  2.7118  2.4738
H  -0.6622  1.0214  2.9943
H  0.7562  1.8746  2.3542

DFT total energy, Eh: -325.85046
Energy above the lowest of the compared OMol25 structures with the same formula, charge and spin, kcal per mole: 54.7
Structure (SMILES): C/N=C/[C@H]1O[C@@H]1C
HOMO energy, eV: -9.9


Question: Among the records above, which one has the lowest DFT total energy?
Answer: number 4